Density functional theory data (ωB97M-V/def2-TZVPD) for a cluster of 2 separate species, C7H8F2N2 in total.

The geometry in XYZ format:
```
19
C7H8F2N2, DFT ωB97M-V/def2-TZVPD
C -1.682 -0.332 1.726
C -2.083 -0.406 0.594
C 3.217 -0.245 0.753
C 2.145 0.851 0.751
C 1.765 -0.561 1.033
C -1.674 0.053 -1.850
C -2.646 -0.055 -0.617
N 1.396 2.557 -0.704
N 1.817 1.717 -0.091
F 1.429 -0.946 2.218
F 1.110 -1.295 0.137
H -1.355 -0.774 2.630
H 3.603 -0.670 -0.237
H 3.848 -0.253 1.657
H -0.858 -0.747 -1.908
H -1.085 1.064 -1.915
H -2.317 -0.106 -2.763
H -3.537 -0.780 -0.786
H -3.093 0.929 -0.628
```

Its total charge is 0. Its frontier orbital gap is 9.4 eV. The LUMO energy is 0.4 eV. For the energy relative to the best compared isomer or geometry (same formula, charge and spin), the calculation gives 474.6 kJ/mol.

***

Density functional theory data (ωB97M-V/def2-TZVPD) for a cluster of 2 separate species, CH4N2O4 in total.

The geometry in XYZ format:
```
11
CH4N2O4, DFT ωB97M-V/def2-TZVPD
C 1.607 -0.473 -0.155
N -1.665 -0.598 0.080
N -0.203 0.738 -0.429
O -2.469 0.160 0.519
O -1.675 -1.744 -0.199
O -0.774 1.894 -0.305
O 0.774 0.434 0.541
H 1.918 -0.114 -1.035
H 1.138 -1.485 -0.283
H 2.256 -0.818 0.611
H -0.906 2.006 0.655
```

Its total charge is 0. Its frontier orbital gap (alpha / beta) is 9.1 / 8.6 eV. The LUMO energy (alpha / beta) is 0.0 / -0.4 eV. For the energy relative to the best compared isomer or geometry (same formula, charge and spin), the calculation gives 550.8 kJ/mol.

***

Density functional theory data (ωB97M-V/def2-TZVPD) for a cluster of 3 separate species, C2H2ClNO3 in total.

The geometry in XYZ format:
```
9
C2H2ClNO3, DFT ωB97M-V/def2-TZVPD
C -1.523 0.367 -0.273
C -0.537 0.891 0.694
N 1.276 3.233 -0.310
O -1.542 0.368 -1.510
O 0.898 2.052 -0.368
O -2.376 -0.160 0.507
Cl 10.611 -2.096 -0.372
H 0.281 0.226 1.015
H -1.119 1.502 1.349
```

Its total charge is -2. Its frontier orbital gap (alpha / beta) is 7.1 / 7.3 eV. The LUMO energy (alpha / beta) is 5.4 / 5.2 eV. For the energy relative to the best compared isomer or geometry (same formula, charge and spin), the calculation gives 412.2 kJ/mol.